(one)
{
  "formula": "C6H8",
  "method": "ωB97M-V with the def2-TZVPD basis set",
  "lumo_ev": 1.166,
  "charge": 0,
  "species": ["C", "C", "C", "C", "C", "C", "H", "H", "H", "H", "H", "H", "H", "H"],
  "positions_angstrom": [[2.653, -1.366, -0.373], [-1.328, -0.140, -0.873], [-0.232, 0.593, -0.148], [-1.659, 0.756, 0.285], [0.764, 0.047, 0.862], [1.807, -0.766, 0.237], [1.237, 0.921, 1.330], [3.396, -1.888, -0.929], [0.227, 1.358, -0.769], [-1.897, 0.237, 1.212], [-1.493, -1.212, -0.797], [-2.203, 1.684, 0.145], [-1.536, 0.266, -1.861], [0.264, -0.491, 1.678]],
  "nbo_charge": [-0.249, -0.415, -0.212, -0.417, -0.478, -0.003, 0.238, 0.234, 0.215, 0.207, 0.218, 0.215, 0.215, 0.230]
}

---

(two)
{
  "formula": "C6H8",
  "method": "ωB97M-V with the def2-TZVPD basis set",
  "lumo_ev": 1.084,
  "charge": 0,
  "species": ["C", "C", "C", "C", "C", "C", "H", "H", "H", "H", "H", "H", "H", "H"],
  "positions_angstrom": [[-0.395, -1.245, -0.476], [-1.404, 1.168, -0.028], [-0.691, -0.068, 0.449], [2.426, 0.226, -0.012], [0.714, -0.382, 0.040], [1.553, 0.500, -0.898], [3.364, -0.288, 0.075], [1.302, -0.713, 0.973], [-1.091, 1.416, -1.045], [-0.464, -2.247, -0.068], [-0.919, -0.355, 1.476], [-2.487, 1.002, -0.023], [-1.187, 2.028, 0.619], [-0.683, -1.168, -1.527]],
  "nbo_charge": [-0.402, -0.614, -0.183, -0.191, -0.296, -0.095, 0.247, 0.229, 0.227, 0.217, 0.208, 0.212, 0.215, 0.228]
}

---

Computed stability ranking, most favorable first: (one), (two)

---

(one)
{
  "formula": "C6H8",
  "method": "ωB97M-V with the def2-TZVPD basis set",
  "lumo_ev": 1.089,
  "charge": 0,
  "species": ["C", "C", "C", "C", "C", "C", "H", "H", "H", "H", "H", "H", "H", "H"],
  "positions_angstrom": [[1.692, -0.321, -0.309], [0.955, 0.183, 0.840], [-0.279, 1.050, 0.404], [-1.534, 0.324, 0.151], [2.258, -0.698, -1.298], [-1.566, -0.938, -0.282], [-0.212, 2.008, 0.890], [-2.439, 0.903, 0.307], [-0.670, -1.505, -0.522], [1.642, 0.757, 1.489], [-0.732, 1.461, -0.703], [0.598, -0.673, 1.453], [2.767, -1.039, -2.169], [-2.479, -1.511, -0.250]],
  "nbo_charge": [0.012, -0.497, -0.426, -0.203, -0.265, -0.487, 0.233, 0.216, 0.203, 0.242, 0.281, 0.248, 0.238, 0.205]
}

---

(two)
{
  "formula": "C6H8",
  "method": "ωB97M-V with the def2-TZVPD basis set",
  "lumo_ev": 0.274,
  "charge": 0,
  "species": ["C", "C", "C", "C", "C", "C", "H", "H", "H", "H", "H", "H", "H", "H"],
  "positions_angstrom": [[-1.327, 0.645, -0.438], [0.805, -0.323, 0.115], [0.161, 0.712, -0.369], [-0.890, -1.466, 1.119], [2.200, -0.688, -0.084], [-1.818, -0.612, 0.344], [-2.889, -0.578, 0.731], [2.457, -1.803, 0.078], [-1.850, -1.509, -0.387], [0.607, 1.592, -0.838], [-1.654, 0.426, -1.451], [2.277, -0.548, -1.116], [-1.745, 1.674, -0.209], [2.884, 0.086, 0.252]],
  "nbo_charge": [-0.435, 0.036, -0.315, 0.182, -0.707, -0.648, 0.248, 0.238, 0.301, 0.211, 0.215, 0.223, 0.221, 0.231]
}

---

Computed stability ranking, most favorable first: (one), (two)

---

(one)
{
  "formula": "C4H13NO3",
  "method": "ωB97M-V with the def2-TZVPD basis set",
  "lumo_ev": -4.127,
  "charge": 0,
  "species": ["O", "O", "O", "N", "C", "C", "C", "C", "H", "H", "H", "H", "H", "H", "H", "H", "H", "H", "H", "H", "H"],
  "positions_angstrom": [[-0.009, -2.082, 0.511], [2.346, -1.698, -0.096], [-2.333, 2.067, 1.535], [1.268, -0.103, -2.102], [-1.551, 1.640, 0.601], [0.759, 0.763, 0.156], [-0.210, 1.588, 0.897], [0.255, 0.175, -1.111], [0.080, -2.981, 0.841], [1.149, 0.100, 0.959], [0.862, -0.352, -2.986], [0.283, 2.090, 1.728], [-0.484, 0.800, -1.638], [3.075, -1.535, 0.505], [-3.570, -0.525, 0.575], [2.087, -0.622, -1.791], [0.996, -1.830, 0.266], [1.561, 1.480, -0.074], [-3.048, -0.584, 1.097], [-0.353, -0.729, -0.984], [-3.162, 2.338, 1.111]],
  "nbo_charge": [-1.070, -1.132, -0.543, -0.864, 0.411, -0.487, -0.077, -0.255, 0.460, 0.349, 0.362, 0.243, 0.197, 0.435, -0.002, 0.429, 0.497, 0.276, 0.005, 0.251, 0.515]
}

---

(two)
{
  "formula": "C4H13NO3",
  "method": "ωB97M-V with the def2-TZVPD basis set",
  "lumo_ev": 0.639,
  "charge": 0,
  "species": ["O", "O", "O", "N", "C", "C", "C", "C", "H", "H", "H", "H", "H", "H", "H", "H", "H", "H", "H", "H", "H"],
  "positions_angstrom": [[2.453, -0.653, 1.318], [-2.875, -1.520, 1.089], [-0.203, -1.615, 2.379], [-1.220, 0.858, -2.761], [-0.224, 1.704, -2.097], [0.049, 1.300, -0.643], [1.228, 0.339, -0.478], [1.751, 0.247, 0.929], [-2.657, -1.539, 0.153], [2.071, 0.619, -1.102], [-0.521, 2.749, -2.154], [0.134, 2.175, 0.002], [1.481, 1.051, 1.637], [0.721, 1.606, -2.630], [-0.387, -1.851, 3.300], [0.927, -0.663, -0.802], [0.616, -2.109, 2.189], [-0.841, 0.322, -3.532], [-2.092, -1.153, 1.520], [-1.634, 0.223, -2.095], [-0.824, 0.794, -0.234]],
  "nbo_charge": [-0.543, -0.947, -0.964, -0.838, -0.211, -0.411, -0.522, 0.465, 0.460, 0.233, 0.185, 0.210, 0.111, 0.178, 0.479, 0.231, 0.491, 0.362, 0.486, 0.349, 0.198]
}

---

Computed stability ranking, most favorable first: (two), (one)

---

(one)
{
  "formula": "C4H13NO3",
  "method": "ωB97M-V with the def2-TZVPD basis set",
  "lumo_ev": 0.422,
  "charge": 0,
  "species": ["O", "O", "O", "N", "C", "C", "C", "C", "H", "H", "H", "H", "H", "H", "H", "H", "H", "H", "H", "H", "H"],
  "positions_angstrom": [[-0.020, 3.096, 2.316], [-0.271, -0.215, 3.609], [-0.019, -2.236, -0.693], [0.142, -0.034, -0.212], [1.315, -0.342, -2.347], [-0.147, -1.341, 0.132], [0.131, 0.280, -1.598], [-1.119, -0.112, -2.408], [1.456, 0.096, -3.275], [0.067, 0.404, 3.034], [0.249, -0.994, 3.590], [-2.177, 0.228, -2.016], [-0.771, 3.248, 2.859], [0.028, 0.647, 0.560], [-0.926, 0.108, -3.477], [0.140, 1.489, -1.688], [-0.513, -1.515, 1.216], [0.799, 3.126, 2.750], [1.123, -1.316, -2.497], [2.229, -0.223, -1.739], [-1.299, -1.134, -2.363]],
  "nbo_charge": [-0.961, -0.934, -0.619, -0.645, -0.604, 0.518, -0.036, -0.629, 0.202, 0.465, 0.472, 0.207, 0.485, 0.408, 0.215, 0.199, 0.126, 0.479, 0.225, 0.204, 0.224]
}

---

(two)
{
  "formula": "C4H13NO3",
  "method": "ωB97M-V with the def2-TZVPD basis set",
  "lumo_ev": -5.297,
  "charge": 0,
  "species": ["O", "O", "O", "N", "C", "C", "C", "C", "H", "H", "H", "H", "H", "H", "H", "H", "H", "H", "H", "H", "H"],
  "positions_angstrom": [[-2.810, -0.068, 0.116], [0.967, 2.308, 0.335], [-2.223, -2.519, 0.099], [1.002, -0.006, 0.055], [-0.506, -0.998, -1.630], [0.021, -1.050, -0.201], [0.414, 1.192, 0.288], [3.822, 1.626, 0.827], [4.562, 0.874, 1.106], [4.249, 2.332, 0.133], [-1.210, -1.799, -1.763], [-0.834, -0.941, 0.526], [-3.687, 0.177, 0.497], [0.270, -1.030, -2.322], [2.961, 1.153, 0.325], [3.466, 2.186, 1.692], [-2.776, -1.069, 0.168], [-2.733, -3.246, 0.376], [-0.674, 1.185, 0.519], [0.440, -2.082, 0.022], [-1.028, -0.084, -1.769]],
  "nbo_charge": [-1.029, -0.390, -0.964, -0.055, -0.589, -0.311, 0.380, -0.844, 0.207, 0.212, 0.284, 0.375, 0.472, 0.217, 0.213, 0.212, 0.503, 0.445, 0.186, 0.247, 0.228]
}

---

Computed stability ranking, most favorable first: (one), (two)

---

(one)
{
  "formula": "C4H13NO3",
  "method": "ωB97M-V with the def2-TZVPD basis set",
  "lumo_ev": 0.638,
  "charge": 0,
  "species": ["O", "O", "O", "N", "C", "C", "C", "C", "H", "H", "H", "H", "H", "H", "H", "H", "H", "H", "H", "H", "H"],
  "positions_angstrom": [[-0.723, -0.771, 1.459], [-0.993, -1.275, -0.720], [0.041, 1.969, 1.211], [1.681, -0.332, 0.026], [-1.347, -0.602, 0.416], [2.496, -1.051, -0.955], [-0.193, 1.732, -0.171], [-2.755, -0.078, 0.366], [-2.851, 0.773, 1.036], [2.212, 0.413, 0.470], [0.587, 0.747, -0.374], [2.746, -0.374, -1.771], [3.422, -1.448, -0.530], [-0.140, 1.138, 1.680], [-3.427, -0.863, 0.718], [1.399, -0.931, 0.803], [-1.232, 1.938, -0.445], [1.916, -1.882, -1.350], [0.385, 2.489, -0.713], [-3.031, 0.191, -0.649], [-0.191, -1.782, -0.507]],
  "nbo_charge": [-0.663, -0.683, -0.764, -0.834, 0.835, -0.407, -0.401, -0.725, 0.245, 0.381, 0.279, 0.202, 0.183, 0.474, 0.248, 0.388, 0.163, 0.182, 0.172, 0.236, 0.488]
}

---

(two)
{
  "formula": "C4H13NO3",
  "method": "ωB97M-V with the def2-TZVPD basis set",
  "lumo_ev": 0.645,
  "charge": 0,
  "species": ["O", "O", "O", "N", "C", "C", "C", "C", "H", "H", "H", "H", "H", "H", "H", "H", "H", "H", "H", "H", "H"],
  "positions_angstrom": [[0.910, 2.445, -0.266], [2.911, 0.576, -1.045], [2.943, -1.479, 0.951], [-0.726, 0.092, 0.529], [-2.243, 0.141, -1.349], [-2.677, -1.267, 0.696], [-1.963, -0.366, 0.019], [0.098, -0.653, 1.126], [-3.686, -1.514, 0.387], [-2.045, 1.218, -1.363], [-1.457, -0.163, -2.049], [-3.187, -0.119, -1.719], [0.160, -1.737, 1.047], [3.392, -0.912, 1.586], [0.893, -0.173, 1.691], [0.195, 1.904, 0.124], [-2.304, -1.601, 1.652], [2.957, -0.931, 0.143], [2.289, 1.290, -0.808], [1.079, 3.078, 0.445], [2.462, 0.172, -1.798]],
  "nbo_charge": [-0.975, -0.976, -0.970, -0.493, -0.646, -0.448, 0.156, 0.010, 0.207, 0.225, 0.222, 0.222, 0.175, 0.462, 0.179, 0.503, 0.201, 0.496, 0.507, 0.475, 0.469]
}

---

Computed stability ranking, most favorable first: (two), (one)

---

(one)
{
  "formula": "C4H12O4",
  "method": "ωB97M-V with the def2-TZVPD basis set",
  "lumo_ev": 0.442,
  "charge": 0,
  "species": ["O", "O", "O", "O", "C", "C", "C", "C", "H", "H", "H", "H", "H", "H", "H", "H", "H", "H", "H", "H"],
  "positions_angstrom": [[0.118, 2.506, -0.822], [-0.375, 2.195, 1.271], [2.049, -1.755, 1.388], [0.668, 0.377, 2.978], [-0.376, -1.602, -1.575], [-0.389, 1.749, 0.159], [-0.900, -0.167, -1.619], [-1.031, 0.399, -0.173], [-0.120, 2.231, -1.691], [1.509, 0.844, 3.050], [0.045, 1.087, 2.720], [2.112, -1.218, 0.606], [0.336, -1.883, -2.359], [-2.048, 0.573, 0.191], [-1.191, -2.301, -1.760], [-1.835, -0.076, -2.173], [-0.214, 0.425, -2.230], [-0.605, -0.324, 0.520], [0.128, -1.850, -0.650], [2.118, -1.210, 2.168]],
  "nbo_charge": [-0.669, -0.612, -0.948, -0.974, -0.620, 0.815, -0.414, -0.542, 0.487, 0.460, 0.501, 0.463, 0.215, 0.249, 0.217, 0.216, 0.185, 0.264, 0.221, 0.486]
}

---

(two)
{
  "formula": "C4H12O4",
  "method": "ωB97M-V with the def2-TZVPD basis set",
  "lumo_ev": 0.591,
  "charge": 0,
  "species": ["O", "O", "O", "O", "C", "C", "C", "C", "H", "H", "H", "H", "H", "H", "H", "H", "H", "H", "H", "H"],
  "positions_angstrom": [[-1.070, 0.633, 0.287], [-0.893, -2.543, 0.464], [-2.725, -0.950, 1.940], [4.395, -4.265, -3.246], [1.239, 2.824, -0.899], [0.810, 2.025, 0.063], [-0.611, 1.889, 0.477], [-1.232, 2.819, 1.194], [-0.939, 3.844, 1.364], [-1.956, -1.547, 1.958], [-1.202, -1.840, -0.111], [1.489, 1.372, 0.606], [3.853, -4.318, -4.040], [-1.992, 0.452, 0.527], [0.067, -2.487, 0.394], [-2.716, -0.559, 2.822], [4.188, -5.031, -2.707], [0.508, 3.372, -1.485], [-2.264, 2.671, 1.515], [2.280, 2.997, -1.131]],
  "nbo_charge": [-0.713, -0.951, -0.968, -0.941, -0.364, -0.228, 0.296, -0.528, 0.216, 0.499, 0.483, 0.207, 0.471, 0.514, 0.476, 0.472, 0.470, 0.197, 0.191, 0.202]
}

---

Computed stability ranking, most favorable first: (one), (two)